No. 1
Formula: C4H7NO
Source: the Open Molecules 2025 dataset
Level of theory: the ωB97M-V functional and the def2-TZVPD basis

Results
Energy relative to the best compared isomer or geometry (same formula, charge and spin) (kcal per mole): 120.3
LUMO (eV): 0.98
Charge: 0
SMILES: O[C@H]1C[C@]12C=N2.[H][H]
Frontier orbital gap (eV): 10.6
Highest occupied orbital energy (eV): -9.6
F_max (eV/A): 0.49

The geometry in XYZ format:
```
13
Properties=species:S:1:pos:R:3:forces:R:3:mulliken_charge:R:1
O 1.67725 1.00808 0.23005 -0.102 -0.003 0.242 -0.516
C 0.92130 0.17592 -0.59183 -0.162 -0.041 -0.277 -0.154
C 0.88813 -1.33711 -0.32021 0.089 -0.216 0.010 -0.624
C -1.67427 -0.57233 0.22594 0.117 0.051 0.334 -0.421
N -1.00826 -0.26882 1.25181 -0.322 -0.229 -0.285 -0.488
C -0.27956 -0.48640 -0.04606 0.211 -0.145 -0.028 0.709
H 1.29144 0.97609 1.11627 0.075 0.071 -0.097 0.358
H 0.99328 0.49768 -1.62912 -0.151 -0.074 0.175 0.341
H 1.43683 -1.70420 0.54329 0.094 0.063 -0.144 0.266
H 0.83601 -2.00674 -1.17569 0.128 0.075 0.109 0.226
H -2.68588 -0.85064 -0.04098 0.026 0.240 0.002 0.297
H -1.28616 2.15811 0.55618 -0.008 0.129 -0.077 -0.034
H -1.11011 2.41036 -0.11964 0.006 0.081 0.037 0.041
```
Forces are in eV/Å.



No. 2
Formula: C4H7NO
Source: the Open Molecules 2025 dataset
Level of theory: the ωB97M-V functional and the def2-TZVPD basis

Results
Energy relative to the best compared isomer or geometry (same formula, charge and spin) (kcal per mole): 22.8
LUMO (eV): 1.00
Charge: 0
SMILES: C[C@H]1CN=CO1
Frontier orbital gap (eV): 10.6
Highest occupied orbital energy (eV): -9.6
F_max (eV/A): 0.42

The geometry in XYZ format:
```
13
Properties=species:S:1:pos:R:3:forces:R:3:mulliken_charge:R:1
C 0.47142 1.28667 -0.79213 0.030 0.020 -0.021 -1.334
C -0.33683 0.51739 0.24301 -0.134 0.081 -0.169 0.456
C -0.90176 -0.82496 -0.27039 -0.199 0.107 -0.108 -0.586
N -0.00227 -1.84501 0.28347 0.201 0.194 0.318 -0.494
C 0.69706 -1.23643 1.14554 -0.011 -0.285 -0.115 0.066
O 0.54414 0.09594 1.31557 0.078 -0.097 0.028 -0.406
H 1.21050 1.91998 -0.29337 -0.140 -0.024 -0.064 0.338
H -0.18248 1.92683 -1.39480 0.085 -0.154 0.064 0.350
H 1.00008 0.60094 -1.46438 -0.048 0.094 0.139 0.319
H -1.09624 1.15603 0.69968 0.079 -0.079 -0.059 0.313
H -1.91633 -1.02462 0.09522 0.128 0.062 -0.082 0.288
H -0.92143 -0.87601 -1.36468 0.018 0.029 0.181 0.307
H 1.43414 -1.69676 1.79727 -0.088 0.052 -0.112 0.383
```
Forces are in eV/Å.



No. 3
Formula: C4H7NO
Source: the Open Molecules 2025 dataset
Level of theory: the ωB97M-V functional and the def2-TZVPD basis

Results
Energy relative to the best compared isomer or geometry (same formula, charge and spin) (kcal per mole): 144.5
LUMO (eV): 0.07
Charge: 0
Frontier orbital gap (eV): 8.0
Highest occupied orbital energy (eV): -7.9
F_max (eV/A): 0.50

The geometry in XYZ format:
```
13
Properties=species:S:1:pos:R:3:forces:R:3:mulliken_charge:R:1
O 1.48773 -1.13415 -0.56316 0.151 -0.114 0.046 -0.814
C 0.35210 -0.69460 -1.01839 -0.395 0.212 -0.215 0.099
C -0.95256 -0.88921 -0.12069 -0.072 -0.262 0.112 -0.482
N -0.96189 0.58679 0.24100 -0.039 0.033 -0.225 -0.326
C 0.36393 0.78555 1.09473 0.152 0.099 0.462 -0.813
C 0.04641 0.81290 -0.64922 0.053 0.121 -0.075 -0.052
H 1.28771 0.26429 0.64816 -0.063 0.083 -0.003 0.409
H 0.12539 -0.83376 -2.10424 0.061 -0.011 0.168 0.338
H -0.83112 -1.55604 0.73506 -0.016 0.092 -0.109 0.311
H -1.88458 -1.09904 -0.65381 0.160 0.026 0.047 0.269
H 0.15972 0.10969 1.92422 0.046 0.030 -0.143 0.357
H 0.46143 1.82122 1.40769 -0.024 -0.163 -0.083 0.308
H 0.34572 1.82633 -0.94134 -0.014 -0.146 0.017 0.396
```
Forces are in eV/Å.



No. 4
Formula: C4H7NO
Source: the Open Molecules 2025 dataset
Level of theory: the ωB97M-V functional and the def2-TZVPD basis

Results
Energy relative to the best compared isomer or geometry (same formula, charge and spin) (kcal per mole): 97.4
LUMO (spin up / spin down) (eV): 0.50 / 0.46
Charge: 0
Frontier orbital gap (spin up / spin down) (eV): 8.1 / 8.0
Highest occupied orbital energy (spin up / spin down) (eV): -7.6 / -7.5
F_max (eV/A): 0.56

The geometry in XYZ format:
```
13
Properties=species:S:1:pos:R:3:forces:R:3:mulliken_charge:R:1
O -2.84909 -0.07032 1.09765 0.370 -0.229 -0.168 -0.452
C -1.75195 -0.41504 0.73938 -0.413 0.105 0.186 0.003
C -0.65708 0.60102 0.50245 -0.159 0.176 -0.011 -0.449
N 0.49926 0.07996 -0.20666 -0.057 -0.170 -0.055 0.064
C 0.46091 -0.42652 -1.45566 -0.243 -0.144 -0.282 -0.596
C 1.70756 0.14252 0.36212 0.357 0.350 -0.010 -0.732
H -1.49203 -1.48360 0.61302 0.042 0.040 -0.027 0.347
H -0.32888 0.93314 1.49590 0.031 -0.063 -0.176 0.316
H -1.08725 1.45046 -0.02705 -0.036 -0.005 -0.049 0.280
H 1.25991 -0.11923 -2.11828 0.026 -0.415 0.206 0.331
H -0.25683 -1.18296 -1.76862 -0.177 0.466 0.162 0.243
H 2.39068 -0.62402 0.08050 0.451 -0.190 -0.268 0.376
H 2.06855 1.06228 0.79393 -0.192 0.081 0.491 0.267
```
Forces are in eV/Å.



No. 5
Formula: C4H7NO
Source: the Open Molecules 2025 dataset
Level of theory: the ωB97M-V functional and the def2-TZVPD basis

Results
Energy relative to the best compared isomer or geometry (same formula, charge and spin) (kcal per mole): 41.6
LUMO (eV): 0.59
Charge: 0
SMILES: N#CC1CC1.O
Frontier orbital gap (eV): 11.3
Highest occupied orbital energy (eV): -10.7
F_max (eV/A): 1.11

The geometry in XYZ format:
```
13
Properties=species:S:1:pos:R:3:forces:R:3:mulliken_charge:R:1
O -0.88917 -0.62360 2.28795 -0.265 -0.057 0.083 -0.641
C 0.06305 0.99567 -0.11052 -0.099 0.156 0.038 -0.615
C 1.38518 0.35092 -0.34652 0.195 0.004 -0.030 -0.518
C 0.12255 -0.42652 -0.63585 -0.057 -0.128 -0.029 -0.115
C -0.31794 -0.64333 -1.99390 -0.305 -0.111 -0.898 -0.020
N -0.71658 -0.79053 -3.07115 0.436 0.116 1.009 -0.430
H -1.57330 -0.41620 2.93458 0.108 -0.052 0.039 0.307
H -0.26682 1.12894 0.91331 0.094 -0.004 -0.215 0.284
H -0.27368 1.74206 -0.82320 0.079 -0.118 0.112 0.291
H 1.93219 0.01519 0.52927 -0.056 0.059 -0.183 0.240
H 1.99448 0.67430 -1.18329 -0.133 -0.044 0.093 0.292
H -1.37435 -0.75208 1.46413 -0.021 0.021 0.131 0.350
H -0.08562 -1.25482 0.03519 0.026 0.158 -0.152 0.574
```
Forces are in eV/Å.



No. 6
Formula: C4H7NO
Source: the Open Molecules 2025 dataset
Level of theory: the ωB97M-V functional and the def2-TZVPD basis

Results
Energy relative to the best compared isomer or geometry (same formula, charge and spin) (kcal per mole): 87.6
LUMO (eV): 0.81
Charge: 0
SMILES: [H]/N=C/OCC=C
Frontier orbital gap (eV): 10.2
Highest occupied orbital energy (eV): -9.4
F_max (eV/A): 2.13

The geometry in XYZ format:
```
13
Properties=species:S:1:pos:R:3:forces:R:3:mulliken_charge:R:1
N 2.08545 0.19581 0.80341 0.040 1.040 -0.928 -0.665
C 0.91017 0.52575 0.45935 0.566 2.028 0.294 0.081
C -0.12450 -1.37685 0.00008 -1.302 -1.098 -0.393 -0.570
C -1.13990 -0.50436 -0.11847 -0.085 -0.762 -0.260 -0.299
C -0.84068 0.69798 -0.98152 -0.278 -0.345 -0.179 -0.295
O 0.57452 0.86272 -0.82585 0.189 -0.240 -0.059 -0.382
H 2.25067 0.71348 1.65964 0.092 -0.974 0.856 0.271
H 0.60131 -1.49080 -0.80062 0.221 0.404 0.449 0.291
H 0.01636 -2.02439 0.85335 -0.509 -0.451 -0.155 0.313
H 0.10152 0.78719 1.15808 0.585 0.581 0.142 0.387
H -2.02112 -0.51964 0.51552 0.261 0.111 0.189 0.336
H -1.38576 1.61180 -0.68218 0.167 -0.410 0.072 0.254
H -1.02802 0.52133 -2.04080 0.054 0.117 -0.027 0.278
```
Forces are in eV/Å.



No. 7
Formula: C4H7NO
Source: the Open Molecules 2025 dataset
Level of theory: the ωB97M-V functional and the def2-TZVPD basis

Results
Energy relative to the best compared isomer or geometry (same formula, charge and spin) (kcal per mole): 49.4
LUMO (eV): -0.24
Charge: 0
SMILES: CC/N=C\C=O
Frontier orbital gap (eV): 9.3
Highest occupied orbital energy (eV): -9.5
F_max (eV/A): 0.47

The geometry in XYZ format:
```
13
Properties=species:S:1:pos:R:3:forces:R:3:mulliken_charge:R:1
C -1.05045 1.11623 1.23742 -0.082 0.060 0.178 -1.156
N -0.34872 0.29393 -0.79618 0.420 -0.014 -0.200 -0.383
C -0.77489 -0.20450 0.50491 -0.044 0.016 0.023 -0.251
C 0.76638 0.00512 -1.31705 -0.236 0.046 -0.137 -0.054
C 1.58450 -1.21836 -1.05910 0.320 -0.101 -0.111 0.015
O 2.66996 -1.38390 -1.56295 -0.384 0.040 0.277 -0.446
H -1.81006 1.03238 2.01440 0.140 -0.086 0.105 0.337
H -1.39757 1.82403 0.47860 -0.083 -0.070 0.298 0.318
H -0.12508 1.52333 1.65574 -0.155 -0.074 0.036 0.302
H -0.02522 -0.81857 1.03079 -0.173 0.194 -0.147 0.299
H -1.69074 -0.80146 0.42277 0.095 0.213 -0.203 0.296
H 1.12916 0.65342 -2.11720 -0.031 -0.296 -0.182 0.381
H 1.07271 -2.02166 -0.49215 0.212 0.072 0.064 0.343
```
Forces are in eV/Å.



No. 8
Formula: C4H7NO
Source: the Open Molecules 2025 dataset
Level of theory: the ωB97M-V functional and the def2-TZVPD basis

Results
Energy relative to the best compared isomer or geometry (same formula, charge and spin) (kcal per mole): 53.0
LUMO (eV): 0.89
Charge: 0
SMILES: N#CCCCO
Frontier orbital gap (eV): 10.9
Highest occupied orbital energy (eV): -10.0
F_max (eV/A): 1.79

The geometry in XYZ format:
```
13
Properties=species:S:1:pos:R:3:forces:R:3:mulliken_charge:R:1
O 0.12478 -0.75422 1.75565 0.141 -0.305 0.119 -0.530
C -0.65693 -0.77871 0.57678 0.063 0.065 -0.612 -0.394
C -0.79198 0.64417 0.06478 1.176 0.488 -0.587 -0.575
C 0.71369 1.12460 -0.69089 -1.249 -0.355 0.521 -0.464
C 1.12615 -0.10196 -1.34530 -0.177 -0.964 -0.149 0.321
N 1.10030 -1.24819 -1.51902 1.144 0.979 -0.967 -0.562
H 0.46366 -1.64476 1.89849 0.052 0.121 0.077 0.313
H -1.56095 -1.40418 0.67547 -0.263 0.915 0.327 0.357
H -0.13801 -1.26908 -0.26164 -0.400 -0.380 0.946 0.334
H -0.91538 1.40020 0.84197 -0.141 -0.272 0.065 0.298
H -1.67008 0.66450 -0.61338 0.898 0.359 -0.048 0.319
H 1.51582 1.39005 0.03154 -0.871 -0.180 -0.069 0.248
H 0.63629 1.97030 -1.39710 -0.374 -0.470 0.378 0.334
```
Forces are in eV/Å.



No. 9
Formula: C4H7NO
Source: the Open Molecules 2025 dataset
Level of theory: the ωB97M-V functional and the def2-TZVPD basis

Results
Energy relative to the best compared isomer or geometry (same formula, charge and spin) (kcal per mole): 152.3
LUMO (eV): 0.78
Charge: 0
Frontier orbital gap (eV): 9.4
Highest occupied orbital energy (eV): -8.6
F_max (eV/A): 4.79

The geometry in XYZ format:
```
13
Properties=species:S:1:pos:R:3:forces:R:3:mulliken_charge:R:1
O -1.04934 1.86307 0.10184 -0.041 -0.338 0.510 -0.522
C -0.60989 0.56579 0.30326 4.761 -0.351 -0.420 -0.059
C 1.05821 0.26219 -0.07010 -0.238 1.436 -1.435 -0.433
N 0.47488 -1.09671 -0.23629 0.039 0.235 0.570 -0.409
C 0.14723 -0.84460 1.15583 -1.645 -0.827 0.820 -0.280
C -0.74941 -0.48146 -0.78760 -0.315 -0.288 -0.139 -0.188
H -0.63186 2.13689 -0.75018 -0.324 -0.113 0.836 0.355
H 1.11732 0.88372 -0.93687 0.860 0.010 -1.535 0.284
H 2.05310 0.19330 0.43644 -1.188 0.720 0.218 0.211
H -0.70396 -1.27685 1.60924 -0.727 -1.360 0.288 0.311
H 1.06364 -0.97438 1.77783 -0.943 0.960 -0.086 0.205
H -0.55290 -0.08761 -1.80298 -0.174 -0.128 0.218 0.267
H -1.61702 -1.14334 -0.80044 -0.067 0.046 0.157 0.256
```
Forces are in eV/Å.